Density functional theory data (the ωB97M-V functional and the def2-TZVPD basis) for a cluster of 24 separate species, C24H96N48O24 in total in a non-equilibrium geometry.

Computed properties:
Gap between HOMO and LUMO   9.7 eV
Net charge   0
Highest occupied orbital energy   -9.289 eV
E   -5407.304241 a.u.

Last column: Mulliken charge in e.
CARTESIAN COORDINATES (ANGSTROEM)
C -2.46 -5.05 2.91  0.324
O -1.74 -5.98 2.89  -0.662
N -1.94 -3.83 2.71  0.476
N -3.80 -5.09 3.14  -0.322
H -2.46 -2.94 2.63  0.049
H -0.97 -3.78 2.40  -0.313
H -4.15 -6.00 3.36  0.216
H -4.32 -4.24 3.17  0.193
C 5.45 4.22 0.57  0.601
O 6.27 3.36 0.90  -0.759
N 4.16 3.97 0.16  0.247
N 5.69 5.53 0.85  -0.471
H 3.84 3.00 0.33  -0.203
H 3.44 4.62 -0.17  0.094
H 5.09 6.27 0.43  0.208
H 6.67 5.73 0.98  0.245
C 4.24 0.40 1.27  -0.069
O 3.88 0.92 0.23  -0.397
N 5.11 1.06 2.17  -0.069
N 3.80 -0.89 1.66  0.177
H 5.38 2.01 1.88  0.021
H 5.26 0.71 3.07  0.043
H 3.55 -0.84 2.64  0.182
H 3.12 -1.42 1.11  -0.216
C -1.73 -4.28 -5.97  0.520
O -1.84 -3.36 -6.76  -0.660
N -2.22 -5.52 -6.17  -0.449
N -1.07 -4.00 -4.81  0.127
H -2.45 -5.69 -7.15  0.275
H -1.99 -6.33 -5.63  0.188
H -0.84 -3.01 -4.66  -0.618
H -0.85 -4.73 -4.14  0.148
C 3.17 1.89 -3.33  0.208
O 2.26 2.27 -2.62  -0.283
N 4.11 1.03 -2.86  0.098
N 3.24 2.27 -4.66  -0.431
H 4.11 0.99 -1.87  -0.065
H 4.91 0.66 -3.35  0.214
H 3.64 1.67 -5.38  0.263
H 2.43 2.78 -4.99  0.184
C -5.17 2.77 0.18  0.582
O -5.02 1.61 0.59  -0.681
N -5.37 3.80 1.01  -0.461
N -5.14 2.97 -1.18  -0.303
H -5.99 4.58 0.74  0.243
H -5.57 3.39 1.89  0.265
H -5.00 2.08 -1.65  0.062
H -5.07 3.80 -1.78  0.203
C -0.36 4.29 -4.58  0.482
O -0.27 3.50 -5.44  -0.520
N 0.65 4.67 -3.75  -0.392
N -1.60 4.82 -4.24  -0.461
H 1.48 4.12 -3.74  0.097
H 0.39 4.84 -2.78  0.200
H -2.27 4.29 -4.74  0.204
H -1.59 5.81 -4.45  0.261
C 3.05 3.38 3.97  0.259
O 2.31 2.39 3.93  -0.532
N 4.34 3.33 4.35  -0.235
N 2.60 4.56 3.42  -0.327
H 4.75 2.57 4.87  0.232
H 4.96 4.10 4.11  0.183
H 2.75 5.52 3.77  0.198
H 1.74 4.42 2.92  -0.002
C -1.23 3.64 4.20  0.547
O -0.83 4.05 5.32  -0.887
N -2.55 4.00 3.85  -0.281
N -0.53 2.91 3.33  1.954
H -3.07 3.27 3.35  0.113
H -3.02 4.42 4.63  0.307
H -0.87 2.45 2.51  -0.456
H 0.42 2.64 3.65  -0.447
C 1.95 -2.44 -0.80  -0.476
O 1.49 -2.54 0.37  -0.258
N 2.02 -3.51 -1.62  0.012
N 2.32 -1.21 -1.31  2.264
H 2.31 -3.42 -2.59  0.071
H 1.32 -4.22 -1.51  0.345
H 2.41 -1.07 -2.32  -0.933
H 2.10 -0.40 -0.74  -0.673
C -5.04 -2.35 -1.16  0.626
O -5.34 -3.01 -2.16  -0.762
N -4.40 -1.12 -1.23  0.464
N -5.37 -2.79 0.12  -0.437
H -4.55 -0.64 -2.12  -0.384
H -4.30 -0.60 -0.38  -0.139
H -5.54 -3.77 0.23  0.325
H -4.94 -2.35 0.92  0.293
C -1.74 0.23 -3.50  0.561
O -2.33 -0.72 -3.97  -0.338
N -0.32 0.35 -3.46  1.069
N -2.39 1.26 -2.81  0.231
H 0.16 -0.55 -3.47  -0.570
H 0.11 1.14 -2.99  -0.220
H -3.41 1.36 -2.88  -0.011
H -1.92 2.16 -2.81  -0.048
C 5.43 -2.78 -2.04  0.586
O 5.14 -2.19 -3.09  -0.726
N 5.69 -4.16 -2.03  -0.401
N 5.40 -2.11 -0.86  -0.147
H 6.09 -4.55 -1.19  0.179
H 5.81 -4.65 -2.88  0.221
H 5.09 -1.15 -0.93  -0.014
H 5.53 -2.46 0.07  0.193
C -5.53 0.42 -4.33  0.297
O -5.47 0.95 -3.20  -0.647
N -5.21 1.17 -5.47  -0.239
N -5.98 -0.88 -4.56  -0.457
H -4.90 2.11 -5.38  0.190
H -5.06 0.75 -6.37  0.199
H -6.09 -1.43 -3.72  0.277
H -5.42 -1.39 -5.24  0.273
C -3.56 -0.86 3.22  0.144
O -3.85 -1.76 2.38  -0.577
N -2.66 -1.06 4.24  0.062
N -4.05 0.41 3.21  0.036
H -2.29 -0.37 4.90  -0.019
H -2.33 -2.00 4.39  0.140
H -4.70 0.79 2.52  0.199
H -3.86 0.95 4.06  0.128
C 0.84 -0.80 5.49  0.201
O 1.16 -1.20 4.39  -0.222
N 1.42 0.31 5.99  -0.240
N 0.03 -1.56 6.23  -0.350
H 1.84 0.88 5.26  0.001
H 0.89 0.78 6.70  0.252
H 0.19 -1.39 7.23  0.191
H -0.26 -2.48 6.00  0.245
C 0.58 5.06 0.15  0.351
O 1.36 5.90 -0.24  -0.739
N 0.56 3.79 -0.47  0.374
N -0.32 5.32 1.10  -0.157
H 0.19 2.94 -0.02  0.119
H 1.36 3.67 -1.06  -0.008
H -0.40 6.28 1.39  0.249
H -1.10 4.68 1.20  0.043
C 1.81 -1.84 -5.17  0.256
O 1.29 -1.85 -4.09  0.177
N 1.13 -2.15 -6.36  -0.319
N 3.15 -1.38 -5.35  -0.284
H 1.57 -2.07 -7.26  0.190
H 0.13 -2.29 -6.28  -0.047
H 3.63 -1.64 -6.22  0.220
H 3.75 -1.27 -4.55  0.008
C -1.41 -4.44 -1.10  0.477
O -0.51 -5.11 -1.57  -0.789
N -2.34 -4.89 -0.20  -0.342
N -1.62 -3.15 -1.61  0.904
H -1.92 -5.54 0.45  0.267
H -2.92 -4.16 0.20  0.119
H -2.46 -2.62 -1.37  -0.100
H -1.40 -3.06 -2.58  -0.499
C 5.58 -0.52 5.44  0.438
O 4.98 0.51 5.56  -0.599
N 5.02 -1.78 5.75  -0.528
N 6.83 -0.56 4.93  -0.442
H 4.04 -1.60 5.94  0.239
H 5.26 -2.57 5.19  0.258
H 7.39 -1.28 5.34  0.261
H 7.29 0.38 5.02  0.280
C 2.49 -4.69 2.97  0.741
O 2.59 -4.52 4.15  -0.643
N 1.54 -5.47 2.47  -0.431
N 3.45 -4.26 2.12  -0.362
H 0.77 -5.56 3.15  0.152
H 1.25 -5.45 1.51  0.282
H 3.96 -3.47 2.53  0.207
H 3.07 -4.24 1.14  0.121
C -3.21 1.82 7.04  0.539
O -3.50 1.64 5.83  -0.740
N -2.22 2.61 7.48  -0.271
N -4.04 1.20 7.96  -0.574
H -2.13 2.80 8.44  0.166
H -1.61 3.03 6.75  0.215
H -4.91 0.89 7.58  0.275
H -4.18 1.75 8.80  0.204
C -2.75 0.73 -7.34  0.169
O -3.25 1.19 -8.32  -0.679
N -2.08 1.53 -6.41  -0.005
N -2.77 -0.59 -7.03  -0.017
H -1.86 2.39 -6.89  0.278
H -1.24 1.11 -6.02  -0.091
H -3.07 -1.17 -7.79  0.184
H -2.58 -0.94 -6.10  -0.022
C -0.78 0.48 0.79  -0.251
O -1.06 1.68 0.95  -1.532
N -0.77 -0.10 -0.48  1.799
N -0.61 -0.45 1.84  1.369
H -0.59 -1.08 -0.39  -0.766
H -0.87 0.42 -1.33  -0.735
H -0.39 -0.23 2.81  -0.329
H -0.02 -1.24 1.55  -0.329